ORCA calculation (ωB97M-V/def2-TZVPD) on C4H6N2O in the gas phase.

E_HOMO: -10.2 eV
DFT total energy: -340.752586 a.u.
SMILES string: C[C@H]1N=CC(O)=N1
total charge: 0
M: 98.10 g mol⁻¹
gap between HOMO and LUMO: 10.8 eV
energy relative to the best compared isomer or geometry (same formula, charge and spin): 26.6 kcal/mol

Atoms and positions in Å:
C (1.916541, -0.320509, 0.357887)
C (0.712167, 0.522684, -0.089059)
N (0.109245, -0.030816, -1.309210)
C (-1.117566, -0.208630, -1.018414)
C (-1.370784, 0.198547, 0.387450)
O (-2.560500, 0.118946, 1.005222)
N (-0.308750, 0.630904, 0.941498)
H (2.233645, -0.973786, -0.459410)
H (1.639852, -0.929541, 1.222305)
H (2.763656, 0.309548, 0.642367)
H (1.037483, 1.538485, -0.348835)
H (-1.847260, -0.595137, -1.729585)
H (-3.207732, -0.260690, 0.397782)

Cartesian forces (eV/Å) of the 6 atoms listed first:
0.07 -0.02 0.02
0.24 0.07 -0.02
-0.36 -0.02 0.17
0.18 0.01 -0.14
0.35 0.11 0.07
-0.05 -0.04 -0.09